1) A single CHNO2S molecule, computed with the ωB97M-V functional and the def2-TZVPD basis.

Each line ends with the Löwdin charge.
Atoms and positions in Å:
1 S 1.16 -1.46 0.05  0.737
2 O -2.22 -0.71 0.00  0.022
3 O 0.75 0.85 -0.29  0.006
4 N -1.30 0.09 0.33  0.038
5 C 0.14 -0.18 0.06  -0.915
6 H 1.46 1.42 -0.15  0.113

The calculation puts the orbital gap (spin up / spin down) at 7.1 / 7.2 eV. Its HOMO energy (spin up / spin down) is -9.2 / -9.2 eV. As for the SMILES: O=NC(O)=S.

***

2) A molecular structure, CHNO2S, computed with the ωB97M-V functional and the def2-TZVPD basis.

Each line ends with the Löwdin charge.
Atoms and positions in Å:
1 S -0.08 0.83 -1.04  0.954
2 O 1.33 1.00 -1.26  -0.521
3 O -0.64 0.59 1.82  0.146
4 N -0.22 -0.66 -0.17  -0.189
5 C -0.41 0.23 0.76  -0.684
6 H 0.01 -1.99 -0.11  0.294

The calculation puts the orbital gap at 8.2 eV. Its HOMO energy is -9.0 eV.

***

If we sort the structures by their calculated energies, the order from most to least stable is 2), 1).

***

1) A gas-phase ion, C2H4O3P (charge -1), computed with the ωB97M-V functional and the def2-TZVPD basis.

Each line ends with the Löwdin charge.
Atoms and positions in Å:
1 P 1.60 -0.52 0.46  0.712
2 O 2.45 -1.05 -0.55  -0.548
3 O 0.93 1.84 0.21  -0.382
4 O -0.31 1.62 -0.34  -0.337
5 C -0.91 0.49 0.21  -0.413
6 C -0.18 -0.77 -0.16  -0.395
7 H -0.77 -1.82 0.17  0.127
8 H -1.97 0.36 -0.12  0.105
9 H -0.89 0.66 1.32  0.100
10 H 0.04 -0.81 -1.20  0.032

The calculation puts the orbital gap at 7.5 eV. Its HOMO energy is -3.1 eV. The net charge is -1. As for the SMILES: O=PCCO[O-].

***

2) A gas-phase ion, C2H4O3P (charge -1), computed with the ωB97M-V functional and the def2-TZVPD basis.

Each line ends with the Löwdin charge.
Atoms and positions in Å:
1 P 1.21 -0.48 0.00  0.672
2 O -1.27 -1.28 0.09  -0.143
3 O 2.63 0.07 0.04  -0.544
4 O -2.56 0.63 0.23  -0.086
5 C -1.52 -0.05 0.05  -0.800
6 C -0.18 0.74 -0.12  -0.267
7 H 0.75 -1.42 -0.88  -0.010
8 H -0.10 1.21 -1.09  0.046
9 H 1.06 -1.22 1.13  -0.014
10 H -0.02 1.81 0.55  0.147

The calculation puts the orbital gap at 8.9 eV. Its HOMO energy is -4.7 eV. The net charge is -1. As for the SMILES: O=[PH2]CC(=O)[O-].

***

If we sort the structures by their calculated energies, the order from most to least stable is 2), 1).

***

1) A gas-phase ion, C3H9N2O (charge -1), computed with the ωB97M-V functional and the def2-TZVPD basis.

Each line ends with the Löwdin charge.
Atoms and positions in Å:
1 O 1.56 0.99 -0.89  -0.353
2 N 0.81 -0.97 0.52  -0.099
3 N -2.02 0.34 0.93  -0.030
4 C 1.49 0.47 0.34  -0.569
5 C -1.44 0.09 -0.48  -0.234
6 C -0.30 -1.04 -0.47  -0.284
7 H 1.63 -1.48 0.14  0.063
8 H -1.24 0.45 1.57  0.023
9 H 0.14 -1.10 -1.49  0.085
10 H -2.15 -0.31 -1.19  0.072
11 H 0.81 1.16 0.91  0.052
12 H -2.54 1.20 0.87  0.022
13 H -0.94 1.02 -0.87  0.092
14 H -0.77 -2.02 -0.27  0.081
15 H 2.48 0.50 0.96  0.079

The calculation puts the orbital gap at 6.9 eV. Its HOMO energy is -2.5 eV. The net charge is -1. As for the SMILES: NCCNC[O-].

***

2) 2 unconnected molecules or ions with the total composition C3H9N2O, computed with the ωB97M-V functional and the def2-TZVPD basis.

Each line ends with the Löwdin charge.
Atoms and positions in Å:
1 O -0.83 -0.20 -1.56  -0.175
2 N -0.74 1.47 0.70  -0.062
3 N 0.21 -0.07 2.19  -0.056
4 C 0.08 -1.28 -1.33  -0.366
5 C -0.46 1.03 1.92  -0.588
6 C 1.52 -0.80 -1.36  -0.119
7 H 1.84 -0.54 -2.37  0.058
8 H -0.79 0.40 -0.74  0.015
9 H -0.12 -1.99 -2.14  0.090
10 H 0.25 -0.20 3.19  -0.048
11 H 2.23 -1.52 -0.95  0.057
12 H -0.84 1.63 2.76  0.067
13 H -0.17 -1.74 -0.37  0.089
14 H 1.59 0.09 -0.73  0.057
15 H -1.26 2.33 0.78  -0.020

The calculation puts the orbital gap at 7.4 eV. Its HOMO energy is -2.9 eV. The net charge is -1.

***

If we sort the structures by their calculated energies, the order from most to least stable is 2), 1).

***

1) A gas-phase ion, C4H8N2 (charge +2), computed with the ωB97M-V functional and the def2-TZVPD basis.

Each line ends with the Löwdin charge.
Atoms and positions in Å:
1 N 1.62 1.44 0.00  0.349
2 N -0.36 0.24 -0.02  0.340
3 C -1.46 0.54 -0.11  0.070
4 C 1.68 -0.98 -0.05  0.066
5 C 1.01 0.30 -0.03  -0.230
6 C -2.68 0.15 0.01  0.063
7 H 2.64 1.48 0.01  0.193
8 H 1.55 -1.51 0.91  0.149
9 H -3.30 0.79 0.67  0.178
10 H 1.16 2.35 0.02  0.189
11 H 1.24 -1.66 -0.79  0.138
12 H 2.75 -0.89 -0.23  0.127
13 H -3.26 0.20 -0.94  0.183
14 H -2.76 -0.89 0.37  0.185

The calculation puts the orbital gap at 11.4 eV. Its HOMO energy is -22.5 eV. The net charge is +2. As for the SMILES: CC#[N+]C(C)=[NH2+].

***

2) 2 unconnected molecules or ions with the total composition C4H8N2, computed with the ωB97M-V functional and the def2-TZVPD basis.

Each line ends with the Löwdin charge.
Atoms and positions in Å:
1 N 3.04 -0.17 -0.32  0.277
2 N -0.11 -1.05 -0.82  0.173
3 C 0.48 -0.10 -0.10  -0.195
4 C -0.93 -0.27 -0.08  0.057
5 C -4.56 0.04 0.08  0.640
6 C 1.82 0.44 0.35  -0.018
7 H 3.82 -0.06 0.27  0.167
8 H 2.87 -1.09 -0.54  0.148
9 H 1.81 1.51 0.34  0.143
10 H 3.48 0.37 -1.01  0.169
11 H -4.17 -0.04 1.19  0.163
12 H -4.08 0.47 -0.71  0.043
13 H 2.01 0.40 1.40  0.149
14 H -5.50 -0.45 -0.05  0.085

The calculation puts the orbital gap at 5.8 eV. Its HOMO energy is -17.5 eV. The net charge is +2.

***

If we sort the structures by their calculated energies, the order from most to least stable is 1), 2).

***

1) 2 unconnected molecules or ions with the total composition CH3FIN, computed with the ωB97M-V functional and the def2-TZVPD basis.

Each line ends with the Löwdin charge.
Atoms and positions in Å:
1 I 1.98 0.15 -0.07  0.775
2 F -0.21 2.73 -0.15  -0.126
3 N 0.21 -0.60 0.32  -0.647
4 C -0.42 -1.57 -0.12  -0.236
5 H -0.15 3.25 0.61  0.082
6 H -1.41 -1.50 0.22  0.042
7 H 0.00 -2.46 -0.80  0.112

The calculation puts the orbital gap at 9.1 eV. Its HOMO energy is -8.7 eV. As for the SMILES: C=NI.F.

***

2) A single CH3FIN molecule, computed with the ωB97M-V functional and the def2-TZVPD basis.

Each line ends with the Löwdin charge.
Atoms and positions in Å:
1 I -1.06 -0.01 -2.03  0.752
2 F -0.67 -1.28 0.49  -0.116
3 N 0.81 0.39 0.28  -0.008
4 C -0.49 0.02 0.07  -0.890
5 H 1.14 -0.02 1.08  0.042
6 H -1.21 0.68 0.66  0.107
7 H 1.48 0.23 -0.56  0.114

The calculation puts the orbital gap at 10.1 eV. Its HOMO energy is -9.8 eV. As for the SMILES: N[C@H](F)I.

***

If we sort the structures by their calculated energies, the order from most to least stable is 2), 1).

***

1) 14 unconnected molecules or ions with the total composition H29O14, computed with the ωB97M-V functional and the def2-TZVPD basis.

Each line ends with the Löwdin charge.
Atoms and positions in Å:
1 O 2.16 -1.38 -2.22  -0.029
2 O -1.37 -2.77 0.55  -0.013
3 O -2.77 -0.95 2.43  -0.050
4 O 0.78 2.63 -0.23  -0.061
5 O 1.87 -2.09 0.48  -0.023
6 O 0.11 -0.21 -0.33  0.199
7 O -1.37 1.70 -1.78  0.011
8 O 1.42 1.39 -2.76  -0.052
9 O -0.99 -1.44 -2.53  -0.034
10 O -1.58 1.24 1.44  -0.032
11 O 3.08 0.69 -0.48  -0.014
12 O -3.29 0.06 -0.46  -0.002
13 O 0.16 -1.02 2.81  -0.057
14 O 1.99 1.35 1.98  0.000
15 H 1.94 -0.52 -1.98  -0.074
16 H -0.45 -0.71 -0.91  0.064
17 H 2.57 1.80 2.54  0.044
18 H 1.65 -2.55 1.27  0.052
19 H -1.35 -0.94 -3.27  0.080
20 H 2.56 1.13 1.27  -0.017
21 H 3.29 1.52 -0.89  0.059
22 H 2.39 1.30 -2.76  0.042
23 H 3.99 0.45 -0.35  0.078
24 H -0.42 0.38 0.27  0.097
25 H 0.69 -0.74 0.30  0.107
26 H 1.11 -0.98 2.99  0.049
27 H -1.34 1.44 2.36  0.096
28 H 1.23 2.33 0.58  0.012
29 H -4.18 0.38 -0.38  0.081
30 H 1.91 -1.32 -3.15  0.061
31 H 1.14 3.55 -0.31  0.104
32 H -3.37 -0.67 0.12  -0.003
33 H 1.65 -2.60 -0.31  0.062
34 H -0.95 2.23 -1.17  -0.046
35 H 1.32 1.84 -1.90  -0.017
36 H -2.02 1.26 -1.28  -0.039
37 H -3.63 -1.19 1.99  0.070
38 H -2.33 -2.72 0.48  0.041
39 H -0.28 -0.51 3.53  0.077
40 H -2.27 -0.32 1.94  -0.056
41 H -1.17 -2.54 1.41  -0.028
42 H -1.51 -2.27 -2.52  0.078
43 H -2.33 1.78 1.24  0.080

The calculation puts the orbital gap at 10.7 eV. Its HOMO energy is -13.7 eV. The net charge is +1.

***

2) 14 unconnected molecules or ions with the total composition H29O14, computed with the ωB97M-V functional and the def2-TZVPD basis.

Each line ends with the Löwdin charge.
Atoms and positions in Å:
1 O -0.69 3.39 -2.29  -0.033
2 O 2.76 0.76 3.51  -0.078
3 O 3.09 -2.15 -2.80  -0.064
4 O 1.27 2.73 3.94  -0.066
5 O 0.59 -0.39 -3.22  -0.048
6 O -0.35 0.24 0.11  -0.065
7 O -0.68 -2.75 2.01  -0.022
8 O -0.75 2.06 1.80  0.030
9 O 2.64 1.61 0.85  0.074
10 O -2.04 -1.30 -2.57  -0.059
11 O -1.57 -2.13 -0.07  0.043
12 O -2.58 0.62 1.38  -0.044
13 O -0.45 -4.24 -1.79  -0.021
14 O -1.87 2.45 -0.27  -0.116
15 H 0.14 -3.07 1.61  0.064
16 H 1.10 2.03 4.62  0.077
17 H 0.23 -4.77 -2.11  0.001
18 H 3.42 0.42 4.10  0.057
19 H -2.41 1.05 0.40  0.120
20 H -3.43 1.02 1.66  0.107
21 H 2.66 -2.83 -3.27  -0.009
22 H 2.94 1.03 2.52  0.066
23 H 0.30 -1.18 -3.77  0.081
24 H -0.40 -4.53 -0.87  0.051
25 H -1.07 3.24 -3.15  0.065
26 H 0.88 0.14 -3.92  0.011
27 H 2.71 1.96 0.09  -0.048
28 H -0.54 2.63 2.67  0.189
29 H -2.04 -2.33 0.68  0.027
30 H -0.88 -0.62 0.27  0.055
31 H -0.33 -2.37 2.79  0.039
32 H 2.00 2.37 3.47  -0.031
33 H -1.90 -2.35 -0.81  -0.083
34 H 0.03 0.03 -0.69  -0.007
35 H 3.53 1.50 1.15  0.060
36 H 2.62 -1.27 -2.68  0.041
37 H -2.36 -1.98 -2.07  -0.045
38 H -1.60 1.43 1.89  0.033
39 H -2.42 -1.32 -3.56  0.150
40 H -1.55 1.70 -0.84  0.057
41 H -0.09 2.65 -2.10  0.050
42 H -1.11 3.05 -0.54  0.070
43 H 0.20 1.46 1.88  0.222

The calculation puts the orbital gap at 10.7 eV. Its HOMO energy is -13.5 eV. The net charge is +1.

***

If we sort the structures by their calculated energies, the order from most to least stable is 1), 2).